[1]
Molecular formula: C25H27N2O2PtS2Si
Method: DFT, ωB97M-V with the def2-TZVPD basis set

Each line ends with the Löwdin charge.
Element x y z (Å)
Pt (0.0636, 1.0423, -0.5594)  0.965
O (-3.6181, -3.0582, 0.5155)  0.034
C (-4.0008, -2.6356, -0.6956)  -0.279
C (-5.0229, -3.3362, -1.3353)  -0.030
C (-5.4708, -2.9515, -2.5850)  -0.105
C (-4.9039, -1.8549, -3.2250)  -0.109
C (-3.8873, -1.1596, -2.5985)  -0.028
C (-3.4148, -1.5270, -1.3380)  -0.073
C (-2.3151, -0.7240, -0.7504)  -0.471
O (-1.8686, 0.2656, -1.3902)  -0.165
N (-1.8582, -1.1302, 0.4336)  -0.012
N (-0.8097, -0.4251, 0.9161)  -0.200
C (-0.3582, -0.7651, 2.0612)  -0.904
S (-1.0953, -2.1030, 2.9779)  0.917
C (0.0270, -1.9383, 4.4103)  -0.538
C (0.5904, -0.5324, 4.4306)  -0.516
S (1.1291, -0.1378, 2.7294)  0.922
H (-2.8552, -2.4754, 0.7805)  0.037
H (-5.4537, -4.1899, -0.8273)  0.109
H (-6.2621, -3.5154, -3.0645)  0.094
H (-5.2561, -1.5466, -4.2012)  0.090
H (-3.4231, -0.3044, -3.0715)  0.113
H (0.8180, -2.6810, 4.3121)  0.067
H (-0.5552, -2.1527, 5.3067)  0.068
H (1.4570, -0.4443, 5.0841)  0.074
H (-0.1716, 0.1882, 4.7257)  0.075
C (0.7788, -2.3701, -1.4816)  -0.231
Si (1.4186, -0.5695, -1.5992)  0.448
C (1.7209, -0.3443, -3.4793)  -0.238
C (3.1385, -0.5758, -0.7652)  -0.296
C (4.0353, 0.4743, -0.9836)  -0.126
C (5.2461, 0.5486, -0.3129)  -0.106
C (5.6006, -0.4410, 0.5958)  -0.119
C (4.7322, -1.4998, 0.8206)  -0.111
C (3.5176, -1.5589, 0.1510)  -0.124
H (1.4710, -3.0790, -1.9476)  0.023
H (-0.1840, -2.4523, -1.9931)  0.017
H (0.6152, -2.6784, -0.4452)  0.008
H (2.3633, -1.1443, -3.8608)  0.017
H (2.1915, 0.6127, -3.7178)  0.005
H (0.7684, -0.3894, -4.0118)  0.012
H (3.7717, 1.2505, -1.6958)  0.092
H (5.9169, 1.3824, -0.4880)  0.093
H (6.5449, -0.3829, 1.1241)  0.088
H (5.0048, -2.2829, 1.5196)  0.092
H (2.8430, -2.3854, 0.3499)  0.088
C (1.3983, 2.4146, 0.2861)  -0.318
C (0.3814, 3.4496, 0.4875)  -0.378
C (-0.5244, 3.3877, 1.5745)  -0.092
C (-1.4876, 4.3555, 1.7641)  -0.117
C (-1.5930, 5.4390, 0.8908)  -0.135
C (-0.6917, 5.5420, -0.1631)  -0.124
C (0.2816, 4.5788, -0.3562)  -0.084
H (1.8111, 2.0064, 1.2048)  0.000
H (2.1960, 2.7157, -0.3915)  0.034
H (-0.4529, 2.5479, 2.2578)  0.085
H (-2.1792, 4.2756, 2.5954)  0.091
H (-2.3575, 6.1921, 1.0371)  0.081
H (-0.7492, 6.3917, -0.8345)  0.090
H (0.9873, 4.6815, -1.1737)  0.098

Calculated values
Net charge: -1
Spin multiplicity: 3
Gap between HOMO and LUMO (spin up / spin down) (Eh): 0.14948 / 0.26317
Highest occupied orbital energy (spin up / spin down) (eV): -1.8 / -4.9
Molecular weight (g/mol): 674.8
Total energy (eV): -66234.6465

[2]
Molecular formula: C25H27N3O5S2
Method: DFT, ωB97M-V with the def2-TZVPD basis set

Each line ends with the Löwdin charge.
Element x y z (Å)
C (-6.7802, -2.4484, -1.4556)  -0.058
C (-6.7089, -1.5565, -0.2246)  -0.212
O (-5.5962, -0.6665, -0.2892)  -0.078
C (-4.4055, -1.1459, 0.1132)  -0.513
O (-4.2372, -2.2627, 0.5367)  0.114
C (-3.3923, -0.1053, -0.0172)  -0.335
S (-3.9112, 1.4435, -0.6262)  1.157
C (-2.2914, 2.0382, -0.3068)  -0.569
N (-1.9796, 3.3371, -0.5788)  0.126
C (-0.7493, 3.9587, -0.4469)  -0.414
O (-0.6534, 5.1445, -0.6366)  0.121
C (0.3840, 3.0509, -0.1028)  -0.164
C (1.0370, 2.3704, -1.1249)  -0.002
C (2.0936, 1.5298, -0.8248)  -0.036
C (2.4772, 1.3630, 0.4905)  -0.252
S (3.8445, 0.2716, 0.8941)  0.682
O (3.5757, -0.3097, 2.1818)  -0.284
O (5.0679, 1.0037, 0.7343)  -0.278
N (3.7464, -0.8646, -0.3216)  -0.246
C (2.7046, -1.8345, -0.0623)  -0.214
C (2.5028, -2.8443, -1.1903)  -0.162
C (2.5699, -2.2322, -2.5907)  -0.192
C (3.9932, -2.1751, -3.1468)  -0.207
C (4.8899, -1.1402, -2.4714)  -0.174
C (4.9758, -1.2926, -0.9516)  -0.190
C (1.8534, 2.0554, 1.5096)  -0.048
C (0.8087, 2.9144, 1.2130)  -0.011
N (-1.4868, 1.1660, 0.1912)  0.129
C (-2.0652, -0.0505, 0.3645)  -0.224
C (-1.2414, -1.0962, 0.9627)  -0.150
C (-0.3070, -0.7158, 1.9277)  -0.024
C (0.4949, -1.6604, 2.5374)  -0.081
C (0.3796, -2.9951, 2.1814)  -0.087
C (-0.5253, -3.3752, 1.2037)  -0.078
C (-1.3324, -2.4345, 0.5906)  -0.024
H (-7.6739, -3.0637, -1.4069)  0.078
H (-5.9084, -3.0970, -1.4953)  0.076
H (-6.8135, -1.8424, -2.3580)  0.079
H (-6.6202, -2.1660, 0.6808)  0.124
H (-7.5846, -0.9081, -0.1552)  0.125
H (-2.7412, 3.9411, -0.8688)  0.153
H (0.7160, 2.5004, -2.1476)  0.127
H (2.6193, 0.9926, -1.5975)  0.100
H (1.7870, -1.2561, 0.0840)  0.107
H (2.9073, -2.3688, 0.8760)  0.116
H (1.5228, -3.2981, -1.0305)  0.103
H (3.2457, -3.6403, -1.1162)  0.111
H (2.1329, -1.2332, -2.5733)  0.107
H (1.9695, -2.8455, -3.2668)  0.108
H (3.9470, -1.9439, -4.2139)  0.107
H (4.4477, -3.1639, -3.0475)  0.111
H (4.5237, -0.1355, -2.6899)  0.110
H (5.8967, -1.2237, -2.8850)  0.112
H (5.2259, -2.3224, -0.6750)  0.134
H (5.7571, -0.6318, -0.5709)  0.108
H (2.1914, 1.9031, 2.5225)  0.122
H (0.3128, 3.4650, 1.9977)  0.128
H (-0.2279, 0.3265, 2.1944)  0.103
H (1.2225, -1.3532, 3.2721)  0.106
H (0.9995, -3.7375, 2.6617)  0.108
H (-0.6068, -4.4134, 0.9174)  0.106
H (-2.0301, -2.7365, -0.1726)  0.110

Calculated values
Net charge: 0
Gap between HOMO and LUMO (Eh): 0.30971
SMILES: CCOC(=O)c1sc(NC(=O)c2ccc(S(=O)(=O)N3CCCCCC3)cc2)nc1-c1ccccc1
Highest occupied orbital energy (eV): -8.6
Relative energy (zero: lowest compared OMol25 entry of this formula, charge and spin) (eV): 0.2559
Molecular weight (g/mol): 513.6
Total energy (eV): -62742.3027